Entry from OMol25: the molecule C2H2F2O5S2 (ωB97M-V/def2-TZVPD).

```
13
C2H2F2O5S2 ωB97M-V/def2-TZVPD
C 0.49 -1.12 -0.47
C 1.04 0.01 0.28
O -1.20 0.71 -0.85
O -2.35 -1.54 -0.87
O -0.73 2.00 1.40
O 0.41 2.47 -0.73
O -1.35 -0.48 1.20
F 2.22 0.44 -0.15
F 1.30 -0.23 1.58
S -1.33 -0.77 -0.20
S -0.17 1.51 0.17
H 0.98 -0.93 -1.33
H 0.70 -2.07 -0.03
```

multiplicity	1
total charge	0
electronic energy	-39446.1902	eV
ΔE to the lowest compared entry with this formula, charge and spin	0.000	eV
largest force on an atom	0.0765	Eh/bohr

Entry from OMol25: a cluster of 2 separate species, C2H2F2S in total (ωB97M-V/def2-TZVPD).

```
7
C2H2F2S ωB97M-V/def2-TZVPD
C -0.23 1.51 -1.10
C -0.66 0.22 -0.55
F 1.01 1.59 -1.50
F -1.87 0.19 -0.08
S -1.30 2.66 -1.48
H 0.48 0.08 0.77
H -0.59 -0.63 -1.26
```

multiplicity	1
total charge	0
electronic energy	-18373.1675	eV
ΔE to the lowest compared entry with this formula, charge and spin	2.622	eV
largest force on an atom	0.0869	Eh/bohr

Entry from OMol25: a cluster of 2 separate species, C2H2F2S2 in total (ωB97M-V/def2-TZVPD).

```
8
C2H2F2S2 ωB97M-V/def2-TZVPD
C 0.21 -0.32 -0.60
C 0.92 0.60 0.27
F 0.32 -1.64 -0.69
F 2.02 0.13 0.81
S -2.65 -0.30 -0.17
S 0.92 0.84 -1.56
H 0.44 1.32 0.94
H -2.17 -0.64 1.02
```

multiplicity	1
total charge	0
electronic energy	-29207.6296	eV
ΔE to the lowest compared entry with this formula, charge and spin	3.620	eV
largest force on an atom	0.0582	Eh/bohr

Entry from OMol25: the molecule C2H2F2S2 (ωB97M-V/def2-TZVPD).

```
8
C2H2F2S2 ωB97M-V/def2-TZVPD
F -1.38 -0.50 1.09
C -0.95 -0.60 -0.06
F -1.91 -0.15 -0.92
C 0.48 0.02 -0.10
S 1.56 -1.13 -0.09
S 0.41 1.72 0.09
H -0.81 -1.81 -0.10
H 1.69 1.85 -0.44
```

multiplicity	1
total charge	0
SMILES	FC(F)C(=S)S
electronic energy	-29209.9674	eV
ΔE to the lowest compared entry with this formula, charge and spin	1.282	eV
largest force on an atom	0.1501	Eh/bohr

Entry from OMol25: a cluster of 2 separate species, C2H2F3NO in total (ωB97M-V/def2-TZVPD).

```
9
C2H2F3NO ωB97M-V/def2-TZVPD
O -2.79 -0.48 0.25
N -2.07 0.41 -0.05
C -1.05 0.92 -0.36
F -0.53 2.07 -0.64
F 2.30 -1.36 0.39
C 1.24 -0.56 0.22
F 1.15 -0.27 -1.10
H 1.41 0.37 0.77
H 0.34 -1.11 0.52
```

multiplicity	1
total charge	0
SMILES	[O-][N+]#CF.FCF
electronic energy	-13791.6157	eV
ΔE to the lowest compared entry with this formula, charge and spin	5.484	eV
largest force on an atom	0.0337	Eh/bohr

Entry from OMol25: a structure of composition C2H2F3NO (ωB97M-V/def2-TZVPD).

```
9
C2H2F3NO ωB97M-V/def2-TZVPD
C 1.34 0.27 0.60
C -1.18 -0.48 -0.28
N 0.38 0.60 -0.21
O 0.35 1.46 -1.09
F -1.01 -1.33 0.65
F -2.16 0.33 0.00
F -1.20 -1.08 -1.43
H 2.23 0.86 0.49
H 1.24 -0.63 1.27
```

multiplicity	1
total charge	0
electronic energy	-13792.9795	eV
ΔE to the lowest compared entry with this formula, charge and spin	4.120	eV
largest force on an atom	0.0881	Eh/bohr

Entry from OMol25: a cluster of 2 separate species, C2H2F3O3S in total (ωB97M-V/def2-TZVPD).

```
11
C2H2F3O3S ωB97M-V/def2-TZVPD
C -0.28 -0.64 -0.68
C 0.65 -1.50 0.18
O 3.82 -0.70 -0.69
O 3.40 0.51 1.38
O 2.21 1.22 -0.66
F -1.66 -0.87 -0.64
F 0.89 -2.74 -0.31
F 0.35 -1.72 1.47
S 2.92 0.12 0.07
H -0.07 -1.03 -1.68
H -0.13 0.38 -0.28
```

multiplicity	1
total charge	-1
electronic energy	-27236.0044	eV
ΔE to the lowest compared entry with this formula, charge and spin	0.205	eV
largest force on an atom	0.0549	Eh/bohr

Entry from OMol25: a structure of composition C2H2F3OP (ωB97M-V/def2-TZVPD).

```
9
C2H2F3OP ωB97M-V/def2-TZVPD
C 0.74 -0.93 1.30
C 0.95 0.59 2.63
O 1.23 -1.97 1.62
F 1.54 0.05 3.71
F 1.61 1.50 2.04
F -0.29 1.04 2.92
P -0.51 -0.37 0.01
H 0.68 0.09 -0.70
H -0.71 1.10 0.35
```

multiplicity	1
total charge	0
electronic energy	-21592.6298	eV
ΔE to the lowest compared entry with this formula, charge and spin	2.049	eV
largest force on an atom	0.1179	Eh/bohr

Entry from OMol25: the molecule C2H2FI (ωB97M-V/def2-TZVPD).

```
6
C2H2FI ωB97M-V/def2-TZVPD
C -0.50 -0.32 -0.61
C -1.62 -0.14 2.57
F -2.10 0.99 3.15
I -2.21 -0.43 0.59
H 0.11 0.50 -0.23
H -0.06 -1.24 -0.44
```

multiplicity	1
total charge	0
electronic energy	-12917.1405	eV
ΔE to the lowest compared entry with this formula, charge and spin	6.007	eV
largest force on an atom	0.0563	Eh/bohr

Entry from OMol25: a structure of composition C2H2FI3 (ωB97M-V/def2-TZVPD).

```
8
C2H2FI3 ωB97M-V/def2-TZVPD
C -0.44 1.75 0.12
C 0.40 -2.34 -0.58
F -0.70 2.30 -1.07
I 0.32 -4.26 0.17
I 2.15 -1.31 -0.12
I -1.60 -0.06 0.39
H 0.62 1.48 0.17
H -0.75 2.44 0.91
```

multiplicity	1
total charge	0
electronic energy	-29121.8683	eV
ΔE to the lowest compared entry with this formula, charge and spin	2.894	eV
largest force on an atom	0.0149	Eh/bohr

Entry from OMol25: a structure of composition C2H2FI3O (ωB97M-V/def2-TZVPD).

```
9
C2H2FI3O ωB97M-V/def2-TZVPD
C -0.62 0.53 0.59
C 0.19 -0.31 -0.33
O 0.12 -1.63 -0.30
F 0.24 0.15 -1.60
I -0.39 2.70 0.23
I -2.75 -0.09 0.35
I 2.80 0.47 0.37
H -0.23 0.40 1.53
H 0.65 -2.22 -0.83
```

multiplicity	1
total charge	0
electronic energy	-31171.7062	eV
ΔE to the lowest compared entry with this formula, charge and spin	1.258	eV
largest force on an atom	0.0617	Eh/bohr

Entry from OMol25: a structure of composition C2H2FIO (ωB97M-V/def2-TZVPD).

```
7
C2H2FIO ωB97M-V/def2-TZVPD
C -0.34 0.38 -0.13
C 0.70 -0.28 0.56
O -1.43 0.89 0.54
F 1.69 -0.76 -0.22
I -3.15 -0.13 0.31
H -0.20 0.61 -1.16
H 0.89 -0.43 1.53
```

multiplicity	1
total charge	0
electronic energy	-14969.3188	eV
ΔE to the lowest compared entry with this formula, charge and spin	1.668	eV
largest force on an atom	0.1407	Eh/bohr

Entry from OMol25: a structure of composition C2H2FIO (ωB97M-V/def2-TZVPD).

```
7
C2H2FIO ωB97M-V/def2-TZVPD
C -0.96 0.35 -0.15
C 0.78 -0.41 0.36
O -1.84 -0.32 -0.48
F 1.73 0.39 0.10
I -4.14 -0.10 0.17
H -0.93 1.40 0.11
H 1.19 -1.50 0.15
```

multiplicity	1
total charge	0
electronic energy	-14966.7014	eV
ΔE to the lowest compared entry with this formula, charge and spin	4.285	eV
largest force on an atom	0.1153	Eh/bohr

Entry from OMol25: a structure of composition C2H2FIrO (ωB97M-V/def2-TZVPD).

```
7
C2H2FIrO ωB97M-V/def2-TZVPD
C -0.09 -0.22 -0.67
C 0.68 0.17 0.45
F -0.04 0.66 -1.72
O -0.95 0.26 0.38
H 1.19 1.14 0.43
H 1.01 -0.56 1.19
Ir -1.79 -1.45 -0.06
```

multiplicity	5
total charge	+2
electronic energy	-9679.1627	eV
ΔE to the lowest compared entry with this formula, charge and spin	1.668	eV
largest force on an atom	0.0857	Eh/bohr

Entry from OMol25: a structure of composition C2H2FLi (ωB97M-V/def2-TZVPD).

```
6
C2H2FLi ωB97M-V/def2-TZVPD
F 2.42 -0.08 -0.31
C 0.22 -0.37 0.00
C -0.37 0.69 0.31
H 0.41 -1.47 0.19
H -0.37 1.75 0.07
Li -2.31 -0.52 -0.25
```

multiplicity	2
total charge	-1
electronic energy	-5025.5392	eV
ΔE to the lowest compared entry with this formula, charge and spin	1.339	eV
largest force on an atom	0.0453	Eh/bohr

Entry from OMol25: a structure of composition C2H2FLiO (ωB97M-V/def2-TZVPD).

```
7
C2H2FLiO ωB97M-V/def2-TZVPD
C -0.33 0.38 -0.05
C 1.07 0.54 -0.37
F -0.51 0.29 1.34
O 0.34 -0.81 -0.52
H 1.81 0.56 0.44
H 1.38 0.97 -1.32
Li -1.21 -0.77 -1.64
```

multiplicity	1
total charge	0
electronic energy	-7073.8283	eV
ΔE to the lowest compared entry with this formula, charge and spin	2.825	eV
largest force on an atom	0.0426	Eh/bohr

Entry from OMol25: a structure of composition C2H2FLuO (ωB97M-V/def2-TZVPD).

```
7
C2H2FLuO ωB97M-V/def2-TZVPD
C 0.29 0.15 -0.80
C -0.22 0.73 0.30
O -0.39 0.06 1.42
H 0.66 0.53 -1.74
F 0.35 -1.27 -0.73
H -0.33 1.82 0.31
Lu -0.36 -2.02 1.24
```

multiplicity	1
total charge	+2
electronic energy	-40470.5537	eV
ΔE to the lowest compared entry with this formula, charge and spin	0.000	eV
largest force on an atom	0.0912	Eh/bohr

Entry from OMol25: the molecule C2H2FN3O (ωB97M-V/def2-TZVPD).

```
9
C2H2FN3O ωB97M-V/def2-TZVPD
O 1.76 -0.97 -0.11
C 0.57 -0.34 0.03
N -0.58 -0.95 0.06
N -1.49 0.02 -0.04
N -1.00 1.25 -0.08
C 0.35 1.07 -0.02
F 1.28 1.97 0.03
H 1.58 -1.89 0.15
H -2.48 -0.17 -0.02
```

multiplicity	1
total charge	0
SMILES	Oc1n[nH]nc1F
electronic energy	-11340.2165	eV
ΔE to the lowest compared entry with this formula, charge and spin	0.321	eV
largest force on an atom	0.0704	Eh/bohr

Entry from OMol25: the molecule C2H2FN3O (ωB97M-V/def2-TZVPD).

```
9
C2H2FN3O ωB97M-V/def2-TZVPD
C -1.05 -0.37 -0.90
C 1.11 0.42 0.51
N -0.61 -1.52 -0.62
N 1.04 -0.79 0.55
N 0.37 -1.82 0.12
O 1.16 1.67 0.96
F -2.04 -0.07 -1.73
H -0.66 0.55 -0.70
H 0.67 1.94 1.82
```

multiplicity	1
total charge	0
electronic energy	-11335.5107	eV
ΔE to the lowest compared entry with this formula, charge and spin	5.027	eV
largest force on an atom	0.1023	Eh/bohr

Entry from OMol25: the molecule C2H2FN3O (ωB97M-V/def2-TZVPD).

```
9
C2H2FN3O ωB97M-V/def2-TZVPD
C 0.59 1.25 -0.49
C -0.32 -1.09 -0.08
N -0.46 1.67 0.05
N -1.14 -0.37 0.46
N -1.40 0.86 0.51
O 0.35 -2.11 0.19
F 1.33 1.96 -1.37
H 1.08 0.39 -0.22
H -0.03 -2.56 0.96
```

multiplicity	1
total charge	0
electronic energy	-11335.8468	eV
ΔE to the lowest compared entry with this formula, charge and spin	4.691	eV
largest force on an atom	0.0736	Eh/bohr